Record 1
Formula: C2Cl3OS
Source: OMol25
Level of theory: ωB97M-V/def2-TZVPD

Atoms and positions in Å:
C: -2.1502 0.3150 -1.1376
C: 2.0902 0.1620 0.1598
O: -1.7716 1.3923 -1.0058
S: -2.6884 -1.0909 -1.4628
Cl: 0.5911 -0.8379 -0.0902
Cl: 3.5176 -1.1286 0.2004
Cl: 2.0036 0.7186 1.9350

Output
Calculated total energy   -1930.246121 Eh
Energy above the lowest of the compared OMol25 structures with the same formula, charge and spin   4.3 kcal/mol
Strongest force on any atom   1.4 eV Å⁻¹
HOMO   -0.1251 Eh
Frontier orbital gap   6.122 eV
Spin multiplicity   1
Total charge   -1

***

Record 2
Formula: C10H12N3
Source: OMol25
Level of theory: ωB97M-V/def2-TZVPD

Atoms and positions in Å:
C: 0.2604 0.8330 -3.5141
C: 0.1254 0.8686 -2.1376
C: 0.1135 -0.5242 -3.9032
C: 0.6794 1.5094 1.7588
C: 0.8885 0.7498 0.6509
C: -0.6946 -0.2072 1.8023
C: 0.0093 -0.4591 -1.7294
C: -0.4525 -2.4675 -0.2579
C: -0.1842 -1.1617 -0.4045
C: -0.4016 1.1070 4.0123
N: -0.0491 -1.2655 -2.7962
N: -0.2386 0.8117 2.5108
N: 0.0366 -0.3055 0.6754
H: 0.7359 1.6002 -4.1294
H: 0.2830 1.7981 -1.4736
H: 0.2917 -0.8597 -4.9878
H: 0.9292 2.5264 2.1431
H: 1.4606 0.9964 -0.1993
H: -1.3502 -0.9770 2.2026
H: -0.5252 -3.1466 0.5911
H: -0.6322 -2.9327 -1.1412
H: -0.7601 2.1723 4.1775
H: -1.1966 0.6171 4.5237
H: 0.5992 0.9172 4.2981
H: 0.0723 -2.2006 -2.6723

Output
Calculated total energy   -552.211240 Eh
Energy above the lowest of the compared OMol25 structures with the same formula, charge and spin   14.7 kcal/mol
Strongest force on any atom   3.6 eV Å⁻¹
HOMO   -0.4147 Eh
Frontier orbital gap   7.949 eV
Spin multiplicity   1
Total charge   +1
SMILES string   C=C(c1ccc[nH]1)[n+]1ccn(C)c1

***

Record 3
Formula: C28H15F4N4O5PRuSe2
Source: OMol25
Level of theory: ωB97M-V/def2-TZVPD

Atoms and positions in Å:
Ru: 0.0364 0.6267 -0.6355
O: -0.1787 1.6901 3.4363
C: 0.0287 1.6011 2.1609
O: -0.1483 0.5679 1.5143
C: 0.4672 2.8915 1.5136
O: 0.9909 2.6493 0.2138
C: 2.4188 2.5333 0.1412
C: 2.8228 1.0802 0.0734
O: 3.8599 0.6352 0.4260
O: 1.8853 0.3021 -0.5498
H: -0.5069 0.8522 3.8111
H: 1.1797 3.4164 2.1496
H: -0.4209 3.5211 1.4107
H: 2.9004 3.0219 0.9858
H: 2.7371 3.0237 -0.7798
Se: 0.2647 -1.9381 -0.7940
P: 0.3808 -1.6545 -2.9707
Se: -0.0352 0.4936 -3.0517
C: -0.9733 -2.5820 -3.7019
C: -1.0247 -3.9557 -3.4560
C: -2.0488 -4.7076 -4.0039
C: -3.0084 -4.0973 -4.8071
C: -2.9439 -2.7363 -5.0664
C: -1.9260 -1.9707 -4.5122
C: 1.9479 -2.1303 -3.6529
C: 2.6644 -3.1816 -3.0823
C: 3.8384 -3.6028 -3.6838
C: 4.2889 -2.9780 -4.8392
C: 3.5741 -1.9280 -5.4027
C: 2.3988 -1.4971 -4.8124
H: -0.2669 -4.4438 -2.8525
H: -2.0915 -5.7725 -3.8195
H: -3.7982 -4.6924 -5.2465
H: -3.6753 -2.2681 -5.7114
H: -1.8787 -0.9107 -4.7292
H: 2.3292 -3.6565 -2.1676
H: 4.4064 -4.4110 -3.2449
H: 5.2096 -3.3074 -5.3015
H: 3.9342 -1.4439 -6.2997
H: 1.8458 -0.6755 -5.2533
F: -2.7680 -1.0321 0.5557
C: -3.6015 -1.7361 -0.2174
C: -3.9692 -2.9926 0.1934
F: -3.4701 -3.4305 1.3385
C: -4.8250 -3.8006 -0.5763
C: -5.2770 -3.2561 -1.7764
C: -4.9041 -1.9836 -2.1928
F: -5.3780 -1.5421 -3.3394
C: -4.0500 -1.1796 -1.4258
C: -3.6081 0.1066 -1.8872
C: -2.7263 0.9170 -1.1456
N: -1.9196 1.5953 -0.6572
C: -3.8699 0.6203 -3.1766
N: -3.9971 1.0562 -4.2371
F: -6.0808 -3.9326 -2.5745
C: -5.2208 -5.1498 -0.1393
C: -4.7824 -5.6991 1.0784
N: -4.4396 -6.1886 2.0667
C: -6.0412 -5.9785 -0.9225
N: -6.7037 -6.6997 -1.5355

Output
Calculated total energy   -7309.097653 Eh
Energy above the lowest of the compared OMol25 structures with the same formula, charge and spin   22.1 kcal/mol
Strongest force on any atom   1.8 eV Å⁻¹
HOMO (spin up / spin down)   -0.5087 / -0.5457 Eh
Frontier orbital gap (spin up / spin down)   5.416 / 5.120 eV
Spin multiplicity   5
Total charge   +2
<S²>   6.12

***

Record 4
Formula: C4H5ClN2S
Source: OMol25
Level of theory: ωB97M-V/def2-TZVPD

Atoms and positions in Å:
C: -0.0608 1.2887 -0.0879
C: 0.4688 0.8022 -1.3178
C: -1.2558 -0.5700 -0.0024
C: -0.7370 -1.0426 -1.1807
N: -0.9854 0.5894 0.5218
N: 0.1535 -0.3875 -1.8785
S: 1.1322 -2.3019 0.6079
Cl: -0.8676 -2.8295 -1.6129
H: 0.5075 2.1458 0.4708
H: 1.3543 1.2501 -1.7455
H: -1.9454 -1.1366 0.5462
H: 0.5856 -2.3464 -0.8142
H: 0.0890 -1.7427 1.0301

Output
Calculated total energy   -1123.207513 Eh
Energy above the lowest of the compared OMol25 structures with the same formula, charge and spin   66.0 kcal/mol
Strongest force on any atom   4.4 eV Å⁻¹
HOMO   -0.3316 Eh
Frontier orbital gap   8.725 eV
Spin multiplicity   1
Total charge   0

***

Record 5
Formula: CH5NOP2
Source: OMol25
Level of theory: ωB97M-V/def2-TZVPD

Atoms and positions in Å:
C: -1.5832 0.6183 -0.4247
N: 2.9666 1.2303 -0.4225
O: -1.2157 -0.7995 -0.6860
P: 2.2517 -0.0310 0.0055
P: -0.1231 -1.6487 0.1805
H: -2.5593 0.7926 -0.0032
H: -1.7669 0.8541 -1.4897
H: -0.8201 1.0100 0.2196
H: 3.1414 -0.8665 0.9805
H: -0.2914 -1.1597 1.6398

Output
Calculated total energy   -853.625712 Eh
Energy above the lowest of the compared OMol25 structures with the same formula, charge and spin   95.0 kcal/mol
Strongest force on any atom   2.6 eV Å⁻¹
HOMO (spin up / spin down)   -0.3184 / -0.2896 Eh
Frontier orbital gap (spin up / spin down)   7.510 / 6.415 eV
Spin multiplicity   1
Total charge   0

***

Record 6
Formula: C4H4O3
Source: OMol25
Level of theory: ωB97M-V/def2-TZVPD

Atoms and positions in Å:
O: -1.0751 1.5576 0.7948
C: -0.7706 1.0866 -0.2452
C: -0.0714 -0.2370 -0.1465
C: -0.3451 -1.3432 0.7675
O: -0.6111 -1.4249 -0.6464
C: 1.1804 0.4331 -0.5957
O: 1.5695 1.4387 -0.0570
H: -0.9281 1.8385 -1.0440
H: 0.5032 -1.9344 1.1044
H: -1.2218 -1.3076 1.4031
H: 1.7701 -0.1076 -1.3351

Output
Calculated total energy   -380.409152 Eh
Energy above the lowest of the compared OMol25 structures with the same formula, charge and spin   86.5 kcal/mol
Strongest force on any atom   3.5 eV Å⁻¹
HOMO   -0.3505 Eh
Frontier orbital gap   9.631 eV
Spin multiplicity   1
Total charge   0
SMILES string   O=CC1(C=O)CO1

***

Record 7
Formula: C6H8Br2Si
Source: OMol25
Level of theory: ωB97M-V/def2-TZVPD

Atoms and positions in Å:
C: -0.8006 0.8589 1.7261
C: 0.1759 1.6808 2.1666
C: -0.8118 -0.0535 0.6531
C: 1.5190 1.5517 1.8196
C: 0.0784 -0.0837 -0.3683
C: 2.5739 2.3898 1.9948
Si: 0.1578 -1.5145 -1.6312
Br: 2.3240 4.2242 2.3550
Br: 4.3086 1.6137 2.1349
H: -1.7037 0.8004 2.2678
H: -0.1087 2.3616 2.9262
H: -1.6131 -0.7084 0.6850
H: 1.8471 0.5743 1.8055
H: 0.8993 0.5461 -0.3656
H: 1.3088 -2.2043 -1.0250
H: 0.7977 -0.7738 -2.8037
H: -1.2261 -2.2793 -1.7417

Output
Calculated total energy   -5670.822005 Eh
Strongest force on any atom   3.8 eV Å⁻¹
HOMO   -0.3023 Eh
Frontier orbital gap   7.877 eV
Spin multiplicity   1
Total charge   0
SMILES string   [SiH3]/C=C/C=C\C=C(Br)Br

***

Question: Which value of calculated total energy does entry 7 give?
Answer: -5670.822005 Eh

***

Question: The highest strongest force on any atom belongs to which entry?
Answer: C4H5ClN2S

***

Question: Number 7 is which compound?
Answer: C6H8Br2Si

***

Question: Look up the calculated total energy of the sixth one.
Answer: -380.409152 Eh